DFT (ωB97M-V/def2-TZVPD) results for a 5-piece molecular cluster, C51H105F7N4O10PSi overall.

XYZ file:
```
179
C51H105F7N4O10PSi | the Open Molecules 2025 dataset | ωB97M-V/def2-TZVPD
C 5.98700 3.88772 -1.99820
C 5.58715 3.05883 -3.30168
C 5.06385 1.61169 -2.92650
C 5.05448 0.62329 -4.14946
C 3.59547 0.26039 -4.65535
C 2.84820 -0.47958 -3.47279
C 1.61575 -1.36323 -3.96002
C 0.62765 -0.38866 -4.69703
C -0.88415 -0.82350 -4.67214
C -1.82905 0.21415 -3.88678
C -2.18332 1.44256 -4.76424
F -3.20311 1.11145 -5.68338
F -1.11306 1.87319 -5.57026
C -2.66213 2.70363 -3.97463
C -1.48512 3.54054 -3.34723
Si -2.04329 5.32309 -2.86541
C -3.88335 5.64884 -3.27618
C -1.00487 6.63918 -3.76236
C -1.88959 5.39157 -0.95289
C -2.98244 5.83893 -0.11700
C -2.76689 5.80587 1.33422
C -1.52167 5.33053 1.88887
C -0.42022 4.90672 1.02601
C -0.60254 4.92907 -0.40327
O -1.04973 0.44140 -2.69327
P -1.26678 -0.76125 -1.42469
O -2.76015 -1.35679 -2.11726
C -3.03397 -0.72311 -3.35753
C -4.50634 -0.11399 -3.26552
C -5.12365 -0.07250 -1.82586
C -4.42896 0.93238 -0.82512
C -5.39948 1.88282 -0.07417
F -6.11044 1.18273 0.88749
F -4.59812 2.78641 0.63945
C -6.33364 2.76296 -1.00007
F -5.90400 2.84751 -2.27696
F -6.45572 4.00750 -0.43668
F -7.58228 2.17604 -0.99573
H 5.27228 4.74243 -1.84801
H 7.02557 4.30028 -2.04974
H 5.93101 3.25674 -1.07542
H 6.48962 2.99790 -3.96278
H 4.78328 3.65830 -3.81104
H 5.75873 1.21842 -2.13157
H 4.06248 1.72383 -2.43176
H 5.51170 -0.34275 -3.79410
H 5.63792 0.98281 -5.03461
H 2.99262 1.18237 -4.87846
H 3.62164 -0.44027 -5.52937
H 2.44045 0.32626 -2.79787
H 3.55061 -1.07306 -2.82227
H 2.02625 -2.16177 -4.62814
H 1.20542 -1.83200 -3.03511
H 0.79796 0.66554 -4.35170
H 0.93739 -0.38065 -5.78367
H -1.26237 -0.81243 -5.73820
H -1.03059 -1.85560 -4.28259
H -3.36286 2.44724 -3.13805
H -3.25335 3.34991 -4.68219
H -1.14836 2.98727 -2.42706
H -0.59896 3.67438 -4.01504
H -3.94968 5.73635 -4.39443
H -4.31533 6.53223 -2.75264
H -4.46156 4.71990 -3.01313
H -0.81187 6.23811 -4.80182
H -1.54851 7.61204 -3.91846
H 0.00614 6.82154 -3.31453
H -3.93312 6.16799 -0.58314
H -3.60881 6.12663 1.98036
H -1.38334 5.28047 2.99217
H 0.55174 4.54754 1.42355
H 0.19826 4.58941 -1.09992
H -1.43860 -1.75843 -0.35991
H -0.64656 -1.85303 -2.14300
H 0.08468 -0.47465 -0.95891
H -1.84787 0.14459 -0.46658
H -3.14514 -1.54778 -4.11257
H -5.16832 -0.79975 -3.86825
H -4.62918 0.89804 -3.72056
H -5.19101 -1.07663 -1.33656
H -6.19587 0.26352 -1.95201
H -3.58051 1.49519 -1.29873
H -3.93844 0.30356 -0.03336
C 8.58076 4.62838 4.93578
O 7.65906 3.58356 5.20230
C 6.39618 4.05730 5.66582
C 5.30996 3.74046 4.64814
N 5.46673 4.55722 3.44684
C 4.59697 4.14902 2.34328
C 4.86078 2.77949 1.71200
O 6.10369 2.69308 1.02741
C 7.20227 2.31215 1.83883
H 9.53836 4.17629 4.67645
H 8.24585 5.23705 4.08957
H 8.72073 5.25867 5.81816
H 6.41950 5.12494 5.90491
H 6.17575 3.51555 6.59125
H 4.33036 3.93900 5.09326
H 5.37371 2.67187 4.41163
H 6.42894 4.49890 3.13386
H 4.71077 4.90359 1.55961
H 3.55447 4.19665 2.67441
H 4.09227 2.62294 0.94864
H 4.74674 1.95552 2.42516
H 6.90748 1.64788 2.65461
H 7.70975 3.19589 2.23482
H 7.91764 1.78462 1.20497
C 15.37261 6.71865 4.77763
O 15.45296 6.54362 6.18245
C 15.44882 7.77577 6.90092
C 14.18592 7.88890 7.74246
N 13.01046 8.07982 6.89593
C 11.74392 7.97246 7.61916
C 11.37809 6.60099 8.19388
O 11.12560 5.61328 7.20537
C 12.27503 4.90576 6.76834
H 15.47288 5.73905 4.31028
H 14.40475 7.14105 4.49060
H 16.18124 7.36186 4.41785
H 15.56554 8.63903 6.23877
H 16.31378 7.75358 7.57142
H 14.28174 8.74033 8.42302
H 14.09886 6.97421 8.34066
H 13.01889 7.38214 6.16083
H 10.95681 8.25860 6.91569
H 11.72896 8.71454 8.42419
H 10.43616 6.72066 8.73832
H 12.10667 6.24289 8.93027
H 13.02635 4.80443 7.55507
H 12.71004 5.38871 5.88944
H 11.95608 3.90715 6.46453
C -6.09555 -3.73773 1.03632
O -7.47538 -4.04527 1.17663
C -8.32335 -3.12786 0.48868
C -9.05074 -3.83547 -0.64546
N -8.12511 -4.18664 -1.71998
C -8.71022 -5.06165 -2.73323
C -9.09027 -6.48045 -2.29984
O -7.97700 -7.29345 -1.95516
C -7.57016 -7.19890 -0.59854
H -5.53020 -4.42823 1.66215
H -5.77167 -3.86636 -0.00072
H -5.88900 -2.71631 1.36791
H -7.77595 -2.25224 0.12683
H -9.06508 -2.77794 1.21396
H -9.82869 -3.17575 -1.04192
H -9.53186 -4.72894 -0.22881
H -7.31976 -4.65419 -1.31983
H -7.97345 -5.14580 -3.53729
H -9.58914 -4.57063 -3.16423
H -9.55522 -6.96801 -3.16296
H -9.84604 -6.49151 -1.50570
H -8.40577 -6.99260 0.07491
H -6.79506 -6.43746 -0.48623
H -7.12756 -8.15644 -0.31679
C -9.44186 -15.59510 -1.07163
O -8.38956 -14.82590 -0.51614
C -7.48624 -14.32124 -1.49931
C -7.56109 -12.80231 -1.55245
N -8.83286 -12.36207 -2.12112
C -9.06300 -10.92194 -1.99588
C -9.24974 -10.36200 -0.58412
O -10.43709 -10.80906 0.05892
C -10.30278 -12.02665 0.77223
H -10.02468 -16.01128 -0.24962
H -10.10207 -14.97161 -1.68248
H -9.04701 -16.41988 -1.67274
H -7.66125 -14.76375 -2.48468
H -6.47954 -14.60978 -1.18093
H -6.74063 -12.42291 -2.16865
H -7.43198 -12.42444 -0.53136
H -9.58796 -12.84869 -1.65188
H -9.97083 -10.69988 -2.56412
H -8.24628 -10.38541 -2.48892
H -9.35659 -9.27828 -0.68071
H -8.37246 -10.52154 0.05361
H -9.29903 -12.16045 1.18281
H -10.56656 -12.87482 0.13469
H -11.01462 -12.00894 1.59968
```

Summary:
net charge	-1
strongest force on any atom	4.3	eV/Å
electronic energy	-117207.78899	eV


DFT (ωB97M-V/def2-TZVPD) results for a 10-piece molecular cluster, C51H111F9N6O7 overall.

XYZ file:
```
184
C51H111F9N6O7 | the Open Molecules 2025 dataset | ωB97M-V/def2-TZVPD
C -10.33170 -12.22785 -12.82318
C -10.26494 -13.31259 -11.77425
O -9.86172 -12.67431 -10.53605
C -9.81776 -13.39947 -9.44570
O -10.12865 -14.55455 -9.33319
C -9.31077 -12.59775 -8.23100
F -10.39189 -12.26550 -7.49484
F -8.53183 -13.35744 -7.46179
F -8.66103 -11.48847 -8.55300
H -11.12087 -11.50402 -12.63059
H -10.56604 -12.70859 -13.77656
H -9.38720 -11.70756 -12.98361
H -9.52341 -14.07367 -12.00966
H -11.25364 -13.74988 -11.65685
C -6.76460 -20.97509 -11.38670
C -7.56140 -22.24420 -11.17929
O -7.36456 -23.07431 -12.32626
C -8.27212 -24.01513 -12.56774
O -9.30027 -24.16545 -11.97678
C -7.83348 -24.93239 -13.73622
F -8.66495 -24.80286 -14.77570
F -6.60170 -24.64817 -14.15913
F -7.87644 -26.19722 -13.32155
H -5.72220 -21.20598 -11.60396
H -6.80081 -20.34012 -10.50260
H -7.16679 -20.40945 -12.23041
H -8.61167 -22.06074 -10.95847
H -7.17904 -22.77514 -10.30057
C -9.41200 -16.55389 -6.70125
C -10.47155 -17.40893 -6.04343
O -10.40897 -17.25042 -4.62530
C -11.37882 -17.82782 -3.93418
O -12.34477 -18.37136 -4.38671
C -11.12939 -17.76529 -2.41514
F -10.11896 -16.97067 -2.08573
F -12.22871 -17.35910 -1.77433
F -10.85456 -19.01803 -1.99301
H -9.34348 -16.82626 -7.74828
H -8.43964 -16.64240 -6.21357
H -9.68624 -15.50564 -6.59045
H -10.41899 -18.47016 -6.30544
H -11.45056 -17.11857 -6.43857
C -13.73156 -23.79826 -10.27996
C -13.38412 -24.15560 -8.83337
N -12.76238 -23.08049 -8.05362
C -11.51539 -22.57074 -8.63406
C -10.49429 -23.66027 -8.91909
C -13.65770 -21.97517 -7.76629
C -14.78771 -22.34391 -6.81018
H -14.38910 -24.56011 -10.69909
H -12.84968 -23.68764 -10.91670
H -14.22847 -22.82793 -10.38348
H -14.25074 -24.51723 -8.28522
H -12.66529 -24.97592 -8.85431
H -11.77411 -22.04218 -9.56144
H -11.07025 -21.89317 -7.90230
H -9.51735 -23.25661 -9.17316
H -10.38459 -24.31291 -8.05018
H -10.83386 -24.27962 -9.74956
H -14.10125 -21.52303 -8.67350
H -13.07808 -21.17138 -7.30574
H -15.39672 -21.46303 -6.60603
H -14.35810 -22.75357 -5.89438
H -15.45643 -23.11875 -7.19053
C -6.37835 -14.37482 -9.62431
C -5.00329 -14.92259 -10.00195
N -4.64932 -16.08905 -9.18391
C -5.44668 -17.26149 -9.56199
C -6.29070 -17.79607 -8.41222
C -3.21861 -16.37588 -9.26492
C -2.74141 -17.28435 -8.15629
H -7.17625 -14.98046 -10.05563
H -6.46007 -13.31768 -9.88061
H -6.51063 -14.42075 -8.54236
H -4.95659 -15.20388 -11.06523
H -4.26181 -14.14496 -9.81807
H -6.14115 -17.01176 -10.37199
H -4.78908 -18.04385 -9.96114
H -5.70033 -18.06182 -7.53685
H -6.98524 -17.00837 -8.11528
H -6.88643 -18.64615 -8.75288
H -2.67104 -15.42978 -9.22155
H -2.95767 -16.76966 -10.26265
H -3.11648 -17.00948 -7.17019
H -1.65192 -17.27714 -8.08185
H -3.04599 -18.32192 -8.32286
C -12.12465 -21.40936 -16.14407
C -10.82281 -22.17188 -16.33702
N -9.72657 -21.39959 -16.91165
C -8.59136 -22.26982 -17.16389
C -7.46860 -21.59993 -17.95454
C -9.41012 -20.17179 -16.19416
C -8.90706 -20.36973 -14.76187
H -12.88829 -22.07418 -15.74784
H -12.47428 -20.99951 -17.09599
H -11.99033 -20.53460 -15.50661
H -10.53546 -22.66715 -15.39003
H -10.99544 -23.02455 -16.99997
H -8.14973 -22.60222 -16.20980
H -8.89186 -23.14256 -17.74162
H -6.63446 -22.31049 -18.00279
H -7.76848 -21.33403 -18.96478
H -6.99612 -20.77078 -17.42300
H -10.33234 -19.59513 -16.18526
H -8.64218 -19.62470 -16.73864
H -8.82073 -19.38238 -14.29090
H -7.90946 -20.80962 -14.69739
H -9.57898 -20.96751 -14.14338
C -17.30359 -12.59777 -6.74051
C -16.24054 -12.95634 -7.76065
N -16.32769 -14.34588 -8.19990
C -17.56060 -14.60951 -8.91923
C -17.72365 -16.04588 -9.38056
C -15.10090 -14.82704 -8.83443
C -14.81604 -14.19873 -10.20107
H -18.29154 -12.40890 -7.16716
H -17.06109 -11.77644 -6.06997
H -17.46067 -13.47870 -6.10598
H -16.27562 -12.30361 -8.64731
H -15.27387 -12.84305 -7.26366
H -17.65639 -13.93050 -9.78790
H -18.39768 -14.36288 -8.26414
H -17.45812 -16.76195 -8.60075
H -17.08691 -16.26633 -10.24192
H -18.75127 -16.22732 -9.69612
H -14.28442 -14.65770 -8.13325
H -15.21497 -15.90427 -8.96562
H -13.97738 -14.67954 -10.70898
H -15.65465 -14.29807 -10.89723
H -14.66043 -13.12130 -10.12231
C -16.06789 -19.39023 -10.32321
C -17.54914 -19.70269 -10.23651
N -17.82357 -21.10618 -10.57985
C -17.45215 -21.96410 -9.45749
C -17.37749 -23.44338 -9.82685
C -19.25794 -21.25575 -10.85191
C -19.65627 -20.76219 -12.23328
H -15.86781 -18.33250 -10.13829
H -15.62433 -19.73948 -11.25227
H -15.53075 -19.84223 -9.48146
H -17.95951 -19.48833 -9.23568
H -18.09195 -19.02615 -10.89851
H -16.44605 -21.68240 -9.13987
H -18.09920 -21.86495 -8.57144
H -17.03393 -24.02472 -8.96638
H -18.35922 -23.86807 -10.05050
H -16.71733 -23.64030 -10.66956
H -19.87182 -20.77681 -10.06924
H -19.54108 -22.30739 -10.78153
H -19.44205 -19.70122 -12.36461
H -20.72038 -20.93239 -12.39968
H -19.09797 -21.30209 -12.99897
C -11.49691 -20.72943 -12.04465
C -10.53911 -19.98734 -11.13712
N -10.99151 -18.68261 -10.68002
C -11.97199 -18.82030 -9.61442
C -13.01456 -17.71447 -9.61223
C -9.88773 -17.82457 -10.22944
C -8.94880 -17.41639 -11.35438
H -12.44780 -21.02153 -11.59437
H -11.06302 -21.66925 -12.40303
H -11.67005 -20.14172 -12.94574
H -10.23406 -20.60076 -10.27068
H -9.62443 -19.84079 -11.71805
H -12.48965 -19.77378 -9.73017
H -11.48178 -18.83656 -8.62519
H -13.89942 -17.99219 -9.03672
H -12.66156 -16.77361 -9.17927
H -13.35875 -17.47614 -10.62116
H -9.37995 -18.41437 -9.44156
H -10.30442 -16.93438 -9.76428
H -8.30500 -16.60074 -11.01929
H -9.56296 -17.00004 -12.15633
H -8.31361 -18.21683 -11.72612
C -10.30910 -16.19517 -15.50122
C -11.26476 -16.21925 -14.32104
C -11.83056 -17.54964 -13.89299
O -11.60895 -15.19680 -13.77033
H -9.92646 -17.18973 -15.71436
H -9.54659 -15.45145 -15.27362
H -10.85189 -15.82472 -16.37339
H -11.05318 -18.30125 -13.76774
H -12.53294 -17.84564 -14.67873
H -12.35717 -17.40891 -12.95274
```

Summary:
SMILES string	CCOC(=O)C(F)(F)F.CCOC(=O)C(F)(F)F.CCOC(=O)C(F)(F)F.CCN(CC)CC.CCN(CC)CC.CCN(CC)CC.CCN(CC)CC.CCN(CC)CC.CCN(CC)CC.CC(C)=O
strongest force on any atom	1.2	eV/Å
electronic energy	-102418.08138	eV
energy above the lowest of the compared OMol25 structures with the same formula, charge and spin	0.00	kcal per mole